A cluster of 3 separate species, C15H34BO11P2S3 in total at a distorted geometry, computed with ωB97M-V/def2-TZVPD.

Geometry as XYZ:
```
66
Properties=species:S:1:pos:R:3:forces:R:3:mulliken_charge:R:1
C 1.62610 -3.03198 1.38094 0.1859 1.6104 0.0810 -0.64
O 2.38755 -3.72700 0.35757 -0.6168 0.8204 -0.6805 -0.54
B 2.30530 -3.07691 -0.93530 -2.3607 -1.5492 0.7790 0.90
O 1.11109 -3.38857 -1.72609 1.8606 -0.6665 1.6241 -0.56
P 3.59765 -1.87778 -1.70907 -1.4648 1.1391 -3.5666 -0.38
S 3.26851 -0.36513 -0.13755 -0.5641 1.8638 1.4586 -0.33
C 3.86711 -2.96961 -3.27433 1.2324 -0.3306 -2.6310 -0.81
C 3.94441 -1.98969 -4.55865 -0.2433 1.5732 -2.4457 0.18
C 2.69126 -1.71688 -5.46751 3.5175 2.0260 -1.0012 -0.48
C 2.83690 -0.71466 -6.66872 2.6115 -0.8923 2.4640 -0.41
C 4.19223 0.01654 -6.98504 -0.5397 -2.2368 2.6822 -0.53
C 5.43088 -0.25226 -6.10009 -2.6200 -1.6514 0.8529 0.49
C 6.86433 0.45208 -6.29027 -0.9635 0.2695 0.9963 -0.98
C 5.28012 -1.24008 -4.91941 -2.7119 0.1256 -1.1461 -0.30
P 5.31265 -2.77505 -0.64214 3.3369 1.2943 3.1099 0.81
O 5.57026 -2.01739 0.69401 -0.3142 -2.4428 -2.4565 -0.72
O 5.24323 -4.47338 -0.46099 0.5852 1.8814 0.7064 -0.54
O 6.71671 -2.46730 -1.62506 -1.1476 -0.5183 0.8523 -0.60
H 1.15624 -3.71562 2.16666 0.6470 0.6269 -1.3870 0.28
H 0.84833 -2.36390 0.85347 0.8025 -1.1041 1.1421 0.30
H 2.35087 -2.29721 1.90438 -1.1485 -1.1889 -0.6449 0.16
H 0.77873 -4.25608 -1.38246 0.2008 1.1893 -0.2136 0.28
H 4.53895 -0.92589 -2.30476 0.2384 -0.4310 0.2902 0.08
H 2.50566 -1.22737 -2.43605 0.0216 -0.0859 -0.0316 0.06
H 2.79614 0.77538 -0.80800 0.3232 -1.5018 0.1668 0.11
H 3.07298 -3.77449 -3.42895 0.8753 1.2235 0.1125 0.37
H 4.88881 -3.51005 -3.26207 -1.4370 0.7373 0.1001 0.36
H 1.67572 -2.22300 -5.28081 1.8787 0.8887 -0.1968 0.29
H 1.88973 -0.52578 -7.27414 1.6340 -0.1327 0.7554 0.27
H 4.24007 0.76393 -7.85171 -0.0512 -1.2730 1.4431 0.26
H 7.27687 0.63276 -5.22890 -0.5677 -0.3282 -1.6222 0.28
H 7.62669 -0.19404 -6.83796 -1.1826 0.9099 0.4900 0.24
H 6.74073 1.50168 -6.75170 0.2640 -1.7964 0.4166 0.29
H 6.15489 -1.45864 -4.20257 -1.4106 0.4693 -1.3488 0.21
H 5.36631 -4.61174 0.51497 -0.1881 0.1789 -1.1508 0.32
H 7.16956 -1.65738 -1.30901 -0.6739 -0.6942 0.0987 0.30
O 0.01926 0.97158 0.84483 -0.7393 -0.2801 0.6264 -0.60
S -0.40498 0.63753 2.17877 0.5194 0.2734 0.0276 1.23
O -1.09736 -0.58940 2.47524 0.1412 0.4687 -0.3758 -0.61
O -1.25899 1.87583 2.78360 0.6504 -0.3553 0.0927 -0.28
C -2.36314 2.37225 2.03031 -0.7885 0.1148 -0.4041 -0.39
C -3.58531 1.48753 2.18426 -0.0678 -0.3330 -0.0961 -0.90
C 0.98511 0.77650 3.26593 -0.0720 0.0944 0.1505 -0.82
H -2.09222 2.49245 0.97728 0.1524 -0.1048 0.0979 0.31
H -2.58939 3.36740 2.42075 0.2919 -0.0936 0.1232 0.26
H -3.42751 0.51484 1.71290 0.0243 0.0846 0.0194 0.34
H -4.45830 1.95153 1.71897 0.0786 0.0579 0.0872 0.35
H -3.80108 1.30396 3.23982 -0.0103 0.1297 -0.0820 0.23
H 1.47133 1.73616 3.09532 -0.0588 -0.1072 -0.0575 0.30
H 1.67203 -0.03897 3.03666 -0.1096 0.0429 -0.1915 0.23
H 0.63705 0.69395 4.29549 -0.0416 0.0034 -0.1057 0.35
O -8.47422 4.80208 3.29557 0.3943 -0.5760 0.0636 -0.65
S -7.59233 3.97515 4.07775 -0.0780 -0.1540 0.5377 1.14
O -6.53312 3.21104 3.47573 -0.5936 0.4254 -0.0355 -0.49
O -8.48057 2.99121 5.00640 0.5661 0.8199 -0.0555 -0.28
C -9.47973 2.18537 4.38320 -0.5352 -0.7201 -0.4950 -0.32
C -8.87406 0.96599 3.71452 0.2513 -0.0133 -0.2196 -0.97
C -6.90953 4.95258 5.38691 -0.0726 -0.0679 0.1459 -0.95
H -10.06704 2.77491 3.67322 0.1641 0.1129 0.0720 0.32
H -10.16051 1.86036 5.17336 0.2094 0.2653 0.1304 0.27
H -8.26534 1.25174 2.85390 -0.0629 -0.0260 0.0591 0.28
H -9.65757 0.28932 3.36511 0.0021 0.0792 0.0806 0.38
H -8.22215 0.42754 4.40691 -0.1330 0.0361 -0.0085 0.26
H -7.71829 5.47879 5.89261 0.0417 -0.0763 -0.0805 0.33
H -6.21510 5.66683 4.94446 -0.0802 -0.1215 -0.1032 0.37
H -6.38050 4.29643 6.07752 -0.0531 0.0171 -0.1028 0.32
```
Positions in Å, forces in eV/Å.

calculated total energy: -3321.6328 a.u.
multiplicity: 1
F_max: 4.74 eV Å⁻¹
gap between HOMO and LUMO: 5.73 eV
charge: -1
HOMO: -4.14 eV
LUMO level: 1.59 eV